55
Properties=species:S:1:pos:R:3:forces:R:3:mulliken_spin:R:1 method="wB97M-V/def2-TZVPD" relative_energy_kj_mol=24.9 max_force_ev_per_a=0.79 spin_multiplicity=6 s2=8.759 e_lumo_ev="-0.10 / -0.98" orbital_gap_ev="8.75 / 7.83" total_charge=0
Fe -0.19129 0.06964 0.10684 0.6264 -0.4378 0.1859 4.263
O 0.74390 3.85567 0.38056 0.0196 0.0747 0.0839 0.026
C 1.02916 2.71692 0.11270 -0.1647 -0.2032 0.1766 -0.010
O 0.59988 1.66443 0.80108 0.1574 0.3382 -0.0698 0.151
C 1.95515 2.39190 -1.05467 -0.0353 0.0024 0.0555 0.012
C 2.80784 1.16595 -0.73788 0.0100 -0.0845 -0.1473 -0.003
C 3.91252 0.98083 -1.77781 -0.0331 -0.0094 -0.0675 0.000
C 3.11158 0.43303 -2.98827 0.0340 0.0380 0.0581 0.002
C 1.68948 0.44862 -2.43884 0.0854 0.0173 0.0601 -0.003
O 1.89989 0.08319 -1.04829 -0.0059 0.1182 -0.0228 0.062
C 1.17398 1.89189 -2.32365 -0.0316 -0.0779 0.0545 0.002
C -0.33542 1.94196 -2.12861 -0.1190 -0.2482 0.1843 0.002
O -1.00844 2.82465 -2.58925 -0.0919 0.0340 -0.1174 0.032
O -0.83016 0.92736 -1.42469 -0.1184 0.1541 -0.4994 0.193
H 2.54602 3.28371 -1.25008 -0.0206 -0.0076 -0.1158 0.000
H 3.12717 1.09598 0.29754 -0.0139 -0.0280 0.0456 0.001
H 4.41988 1.92122 -1.98859 0.0304 -0.0129 0.0011 0.000
H 4.64945 0.25648 -1.43389 0.0206 0.0236 -0.0057 0.000
H 3.20330 1.04588 -3.88344 0.0308 -0.0027 -0.0062 0.000
H 3.41206 -0.58521 -3.22837 0.0005 0.0065 -0.0266 0.000
H 0.99807 -0.24957 -2.89871 -0.0302 -0.0477 0.0467 0.002
H 1.39986 2.48544 -3.20642 0.0791 0.0485 0.0410 0.000
Br -3.47245 1.13067 0.52859 -0.0434 -0.0433 -0.0012 0.007
C -3.28378 -0.67005 0.02091 0.1559 0.0059 0.0510 0.006
C -4.38784 -1.47159 -0.21366 -0.0221 -0.0756 -0.0196 0.001
C -4.16319 -2.80313 -0.52845 -0.0647 0.0254 0.0122 -0.002
C -2.86674 -3.29240 -0.58635 0.0015 -0.0390 -0.0121 0.005
C -1.83244 -2.41423 -0.34096 -0.0802 0.0358 0.0987 0.014
N -2.04414 -1.13007 -0.05196 -0.3296 0.4060 0.0253 0.057
C -0.37795 -2.81841 -0.27813 -0.0003 -0.1602 0.0909 -0.020
O -0.07292 -3.99706 -0.31345 -0.0040 0.0915 -0.0144 0.017
O 0.41897 -1.81972 -0.12976 0.1618 0.1043 -0.0871 0.070
H -5.38449 -1.06303 -0.14028 0.0122 0.0100 -0.0029 0.001
H -5.00518 -3.45896 -0.70847 0.0081 0.0069 -0.0238 0.000
H -2.63766 -4.32532 -0.80467 0.0056 0.0051 0.0115 0.001
C 3.94880 -2.26078 3.40298 -0.0120 0.0150 -0.0218 0.001
C 3.29171 -1.88462 2.07912 -0.0887 0.0062 0.0249 -0.001
N 2.08922 -1.08187 2.24431 0.1200 -0.0045 0.0734 0.012
C 0.88028 -1.53883 2.57505 -0.1449 0.3357 0.1380 0.000
S -0.41592 -0.40339 2.65330 -0.0971 -0.3027 0.0280 0.089
N 0.72725 -2.82798 2.85089 -0.0738 -0.1606 -0.1359 0.008
C -0.54618 -3.46779 3.18016 -0.0067 0.0988 0.0278 0.003
C -0.79678 -3.49938 4.67900 0.0130 -0.0202 -0.0146 -0.001
H 4.83602 -2.86850 3.22289 -0.0063 0.0039 0.0042 0.000
H 3.26997 -2.82754 4.04102 0.0144 0.0029 0.0101 0.000
H 4.24804 -1.36534 3.94749 0.0015 -0.0093 0.0038 0.000
H 3.04043 -2.77013 1.48871 0.0361 0.0242 -0.0670 0.001
H 3.98025 -1.29443 1.47631 -0.0100 -0.0371 -0.0620 0.000
H 2.13234 -0.08299 2.11098 -0.0336 0.0092 -0.0251 0.002
H 1.49669 -3.44594 2.64843 0.0380 0.0108 0.0508 0.000
H -0.51540 -4.46924 2.75526 -0.0013 -0.0379 -0.0209 0.000
H -1.34072 -2.91270 2.68435 0.0175 -0.0008 -0.0578 -0.002
H -0.02183 -4.06754 5.19642 -0.0142 0.0131 0.0044 0.000
H -1.76088 -3.96629 4.88560 0.0218 -0.0006 0.0082 0.000
H -0.81385 -2.48519 5.07941 -0.0043 -0.0144 -0.0119 0.000

***

50
Properties=species:S:1:pos:R:3:forces:R:3:mulliken_spin:R:1 method="wB97M-V/def2-TZVPD" relative_energy_kj_mol=10.3 max_force_ev_per_a=3.12 spin_multiplicity=5 s2=6.027 e_lumo_ev="-6.02 / -8.74" orbital_gap_ev="7.10 / 5.70" total_charge=+2
C 0.52149 3.38993 -3.61803 0.2254 -0.4886 0.5689 0.080
C -0.77759 2.96627 -3.34824 0.2078 -0.2095 0.0706 -0.010
C -1.01036 1.87407 -2.50312 0.0892 1.0016 -0.5957 0.053
C 0.03291 1.21879 -1.83942 -0.2052 0.6518 -0.9868 0.021
C 1.34269 1.63692 -2.14652 0.0878 0.4118 -0.2566 0.099
C 1.58242 2.69693 -3.01103 0.3567 0.1809 -0.2856 -0.028
C -2.42387 1.45652 -2.32061 -0.4370 0.3504 0.4360 -0.011
C -2.56826 0.05921 -1.77113 -0.4201 -0.2234 -0.8419 0.039
N -1.80941 -1.08290 -2.53720 -0.3162 -1.4607 -2.1455 0.002
Ru -0.23941 -0.02197 -0.25140 -0.9110 0.4058 2.1479 3.390
C 2.47732 0.91291 -1.49786 0.3374 -0.0757 0.4941 -0.009
P 1.78488 -0.62044 -0.77894 2.8227 -0.3594 -1.2704 -0.026
H -1.62858 3.47303 -3.79835 0.1529 -0.0586 -0.0128 0.002
H 2.63167 2.97131 -3.21755 -0.6923 -0.0496 0.0514 0.002
H 0.71672 4.22950 -4.27694 -0.0473 -0.1198 0.0706 0.001
H 2.95372 1.49880 -0.69248 -0.1814 -0.1078 -0.2542 0.006
H 3.26153 0.63194 -2.21258 -0.0487 0.0894 0.1398 0.005
H -2.91698 2.15246 -1.60262 0.1670 -0.5393 -0.1772 -0.006
H -3.01174 1.58785 -3.24226 0.2641 -0.1878 0.2158 0.001
H -2.40793 -0.03279 -0.69753 0.0309 -0.1220 -0.1822 -0.012
C 2.96687 -1.18830 0.40028 0.3739 -0.4487 0.3941 -0.001
C 1.92400 -1.77350 -2.15625 -0.0286 -0.4258 -0.0165 0.045
H -3.61749 -0.21828 -1.89984 0.1072 -0.3067 -0.1428 0.011
C -1.87161 -0.90015 -4.06703 -0.4575 0.2952 -0.4945 0.014
C -2.47375 -2.38480 -2.14349 -0.4820 -0.5520 0.2168 0.032
H 0.44006 0.60306 1.37568 -1.9606 -0.0122 -0.8482 0.068
H -2.83670 -1.25204 -4.50271 0.6874 0.4725 0.5434 0.000
H -1.65599 0.15692 -4.29829 -0.2132 -0.5813 0.0750 -0.001
H -1.04499 -1.49947 -4.48111 -0.4609 0.0950 0.0235 -0.001
H -2.96562 -2.84861 -3.02460 0.3618 0.2800 0.6937 0.001
H -1.70094 -3.04358 -1.73464 -0.2692 -0.0508 -0.1704 -0.002
H -3.21840 -2.19578 -1.34662 0.4293 -0.1653 -0.5515 -0.002
H 2.98807 -1.99146 -2.28834 -0.1516 -0.1458 -0.2090 0.002
H 1.39164 -2.69217 -1.89378 0.1919 -0.0990 -0.1723 0.000
H 1.51828 -1.35621 -3.08172 0.0791 0.0474 0.0633 0.005
H 3.95408 -1.16298 -0.06496 0.0898 -0.1115 0.1852 0.001
H 2.94135 -0.55346 1.28594 0.0991 -0.1087 0.0087 -0.003
H 2.69718 -2.21540 0.66446 0.2488 0.1075 0.1743 0.005
H -0.79082 -1.40255 -2.63488 -1.1367 1.9747 2.0397 -0.036
Cl -2.19587 -1.16672 1.62199 0.0894 -0.0086 -0.0955 0.044
C -2.10053 0.55413 1.81486 0.9893 1.5155 0.2044 -0.030
C -0.96702 1.21553 1.26703 0.2263 0.8065 0.4223 0.041
C -0.85738 2.63319 1.30611 -0.2930 -1.4895 0.9046 0.189
Cl 0.51311 3.40560 0.63376 -0.0155 -0.0959 -0.0094 0.010
C -1.80075 3.34375 2.04759 -0.2060 -0.2088 -0.0509 -0.026
Cl -1.56233 5.00745 2.25799 -0.1966 0.3870 0.0825 -0.001
C -2.90958 2.69112 2.63361 0.6783 -0.2807 -0.4634 0.056
Cl -4.04570 3.59669 3.49638 -0.1858 0.0507 0.1327 0.012
C -3.06333 1.29357 2.49890 0.1068 0.1264 -0.2323 -0.031
Cl -4.42574 0.51501 3.14846 -0.1841 -0.1564 0.1064 0.000

***

64
Properties=species:S:1:pos:R:3:forces:R:3:lowdin_charge:R:1 method="wB97M-V/def2-TZVPD" max_force_ev_per_a=2.30 e_lumo_ev=-12.36 orbital_gap_ev=3.04 total_charge=+2
C 1.75676 2.25680 1.98817 -0.1449 0.3058 -0.0461 0.102
C 2.23339 2.03965 0.76556 0.4667 -0.4381 -0.0502 -0.164
C 1.59369 1.46501 -0.48058 -0.8266 1.8469 1.0862 -0.385
Cl 3.08958 0.60603 -1.43516 0.5499 -0.6371 -0.1358 0.738
C 1.14843 2.66370 -1.36238 0.1734 0.1476 -0.7253 -0.317
C 2.24286 3.60779 -1.85856 -0.6092 0.7238 0.2682 -0.088
O 2.61404 3.19479 -3.20900 0.5340 -0.3955 0.3174 -0.100
N 3.62342 3.94736 -3.72503 -0.3986 -0.1037 -0.0415 0.084
O 4.67722 3.40401 -3.63383 0.6727 0.3857 -0.1112 -0.016
O 0.38535 3.46515 -0.49193 0.2046 -0.4248 0.3868 -0.169
S -1.05401 2.85962 -0.01967 -0.8360 -0.0446 -0.1727 0.680
O -1.32994 3.55347 1.17634 0.2446 0.0799 0.0447 -0.178
O -1.87041 2.88430 -1.17913 0.1593 -0.0269 -0.1122 -0.192
C -0.71286 1.07484 0.38790 0.8775 -0.0537 0.4056 -0.217
S -2.46127 0.39190 0.27309 -1.2929 0.7355 -0.0616 0.798
O -2.87588 0.15449 -1.06327 0.5336 -0.3744 -0.1468 -0.205
O -3.15857 1.38695 1.03027 0.2793 0.0328 0.2935 -0.244
C -2.68809 -1.16703 1.31971 -0.1000 -0.0180 -0.1304 -0.453
F -1.53754 -1.51231 1.91050 0.1694 0.1726 0.1365 0.120
F -3.07986 -2.14325 0.53588 -0.2217 -0.2164 -0.2044 0.177
C -3.75200 -0.97355 2.44970 -0.0399 -0.5082 -0.0289 -0.376
F -3.36454 -0.03220 3.29744 0.1142 0.4650 0.0944 0.174
F -3.69156 -2.14156 3.10593 -0.0580 -0.3336 0.1652 0.171
C -5.23638 -0.76683 1.95771 -0.0151 0.1504 0.2678 -0.543
F -5.25544 -0.51030 0.64777 -0.0036 0.0495 -0.0051 0.177
F -5.93989 -1.86387 2.18760 0.0541 0.0649 -0.1031 0.208
F -5.77687 0.24408 2.62010 0.0312 -0.0228 -0.1558 0.208
C 0.49051 0.36481 -0.34986 -0.1802 -0.3871 -0.9787 -0.301
C -0.01805 0.03968 -1.80595 0.2357 0.2440 -0.0336 -0.046
C -0.60712 -1.34000 -2.02669 0.0002 0.1565 -0.2429 -0.492
O -1.17855 -1.98461 -1.19699 0.1283 -0.2119 0.1100 0.139
O -0.42169 -1.72461 -3.29244 0.0977 0.0646 0.0421 0.094
C -1.20541 -2.88431 -3.71107 -0.3567 -0.2123 -0.0115 -0.416
C -0.39758 -4.13522 -3.79414 0.2404 0.2877 -0.2237 0.045
O -2.33359 -2.71260 -3.99537 0.1788 0.0422 0.0744 0.222
C 0.95775 -0.94577 0.39177 0.2014 -0.1842 0.0050 -0.270
C 1.78365 -1.90161 -0.51732 0.1656 0.2003 0.0387 -0.073
C 1.71044 -0.85782 1.73145 0.0921 -0.1698 0.2529 -0.163
C 0.96633 -0.51103 3.03711 0.2616 -0.1258 0.4112 -0.230
C 0.65063 -1.74270 3.91928 -0.3190 0.0133 -0.1242 -0.071
H 0.71908 2.41499 2.25148 -0.0570 -0.7139 0.0987 0.086
H 2.46578 2.38000 2.79855 0.0204 0.7475 -0.1351 0.109
H 3.24912 2.40123 0.61349 0.2621 -0.7011 0.1254 0.091
H 0.54958 2.38205 -2.23209 0.0478 -0.1800 0.0305 0.161
H 1.81239 4.61040 -1.88726 0.0074 -0.0254 -0.1269 0.165
H 3.11805 3.65664 -1.20263 0.0729 -0.1659 -0.0946 0.105
H -0.49722 1.09402 1.45314 -0.2511 -0.0352 0.0053 0.078
H 0.75223 0.19331 -2.56384 0.0932 -0.1626 0.0840 0.111
H -0.80743 0.74621 -2.08245 -0.1037 -0.1612 0.0058 0.126
H -1.04421 -4.99426 -3.64405 0.0196 0.0013 0.0396 0.108
H 0.44897 -4.11995 -3.11178 -0.1292 -0.0703 0.1391 0.085
H 0.01662 -4.18191 -4.80608 -0.0719 -0.0613 0.0084 0.110
H 0.04597 -1.49834 0.58455 -0.0448 0.2620 -0.0389 0.112
H 1.36578 -2.90552 -0.46040 -0.0033 0.0082 -0.0273 0.110
H 2.81687 -1.96782 -0.16939 -0.0157 0.0359 -0.0265 0.076
H 1.82190 -1.62372 -1.57093 -0.1501 -0.1512 -0.0588 0.046
H 2.10348 -1.86679 1.88256 -0.0917 -0.0127 -0.0431 0.115
H 2.61895 -0.25743 1.65007 -0.0658 0.0635 -0.2056 0.096
H 1.62675 0.12933 3.62798 -0.1035 0.1398 -0.0668 0.102
H 0.03892 0.04388 2.90615 0.0857 0.0535 -0.1596 0.078
H -0.40095 -1.76242 4.20495 0.0532 0.0274 0.0550 0.070
H 1.23064 -1.73637 4.83947 0.0741 -0.0538 -0.0553 0.081
H 0.84201 -2.67957 3.39463 0.0567 0.0083 0.0181 0.078
Hg 5.12975 1.78884 -2.06096 -0.9689 -0.1328 -0.1267 1.274

***

49
Properties=species:S:1:pos:R:3:forces:R:3:lowdin_charge:R:1 method="wB97M-V/def2-TZVPD" smiles="CNC(=O)[C@H](Cc1ccc(O)cc1)NC(C)=O.Cc1ccc(Cl)cc1O" relative_energy_kj_mol=78.0 max_force_ev_per_a=2.13 e_lumo_ev=0.45 orbital_gap_ev=9.28 total_charge=0
O 2.20698 3.88433 -0.61828 0.0854 0.1260 0.2077 0.033
O 3.50727 0.02430 -1.95991 -0.3229 0.2621 0.0961 0.053
Cl -1.99948 1.01028 1.42696 0.0262 -0.0275 0.2318 0.680
O -2.21143 -4.59808 -3.23922 -0.0244 0.0574 -0.8030 0.055
O -3.24746 0.16386 6.31861 0.2661 0.0747 0.1436 0.059
C 2.03063 2.89609 -1.31374 0.4835 1.6455 -0.5506 -0.540
C 2.32809 -0.14343 -2.24600 1.4187 0.3496 0.4585 -0.455
C -0.33824 1.32050 3.56902 0.0065 0.0082 -0.2036 -0.111
C -1.54955 -2.99337 -1.57847 0.3148 1.0484 -0.7381 0.000
C -1.51468 -2.42325 -3.95363 -0.0039 0.0494 0.7089 0.004
C -2.58235 0.58108 4.05827 0.2930 0.1179 -0.3222 -0.047
C -0.02742 1.27871 4.93106 -1.0851 -0.2968 -0.3718 -0.029
C -1.07295 -1.70597 -1.26641 -0.2322 -0.5703 -1.2078 -0.022
C -1.04860 -1.13344 -3.63912 -0.5528 -1.1520 0.9466 -0.061
C -1.61488 0.96819 3.12780 0.3545 0.0028 1.0244 -0.653
C -1.76308 -3.35588 -2.92608 0.3138 0.8337 0.7764 -0.309
C -2.28220 0.54001 5.42349 0.0947 0.1419 -0.8979 -0.269
C -0.99506 0.88602 5.86740 0.3316 0.0736 0.2637 -0.207
C -0.80797 -0.78082 -2.29586 -0.0308 -0.1228 -0.0904 -0.248
N 1.99005 -0.90840 -3.29190 -1.0276 -0.3058 -0.6112 0.039
N 1.57363 1.77714 -0.74954 -0.2270 -2.1129 -0.1380 0.114
C 2.31462 2.97961 -2.80130 -0.0120 -0.1925 0.3016 0.019
C -0.65044 0.84476 7.33566 -0.1396 -0.0399 -0.0885 -0.040
C 2.94891 -1.53216 -4.20397 0.1506 0.3093 0.5674 -0.045
C -0.19396 0.56557 -1.96143 -0.2017 -0.4138 -0.2532 -0.107
C 1.22191 0.47737 -1.35038 -0.5405 0.4742 -0.0493 -0.182
H -2.39831 -5.12044 -2.45857 0.0471 0.0592 0.2799 0.102
H -4.08805 0.00156 5.86472 0.3884 0.0848 0.0513 0.112
H 0.41350 1.63246 2.85145 -0.1024 -0.0252 0.0620 0.094
H -1.74287 -3.70311 -0.78872 -0.0498 -0.1267 0.0943 0.108
H -1.69633 -2.71032 -4.97874 -0.0313 -0.0505 -0.0566 0.113
H -3.57071 0.31481 3.70342 -0.0446 -0.0205 0.0502 0.109
H 0.96962 1.55766 5.26043 -0.1865 -0.0648 0.0067 0.116
H -0.90215 -1.43161 -0.23355 -0.0139 0.0158 0.0290 0.095
H -0.86573 -0.42181 -4.43415 0.0004 0.0360 0.0018 0.119
H 1.00910 -1.09275 -3.44109 0.2992 -0.0538 -0.0686 0.076
H 1.46708 1.85380 0.24825 0.0232 0.0023 0.0234 0.139
H 3.19691 2.38646 -3.03200 -0.0329 -0.1608 -0.1066 0.080
H 1.46164 2.63088 -3.37315 -0.0439 -0.1850 -0.2513 0.068
H 2.51464 4.01908 -3.05660 -0.0811 -0.0926 0.1639 0.086
H -0.80409 -0.16370 7.73110 -0.0419 0.1544 0.0763 0.086
H -1.28920 1.53764 7.89096 0.0462 -0.1573 0.0567 0.087
H 0.39282 1.12560 7.50679 -0.1766 -0.0360 -0.0983 0.077
H 3.48192 -0.76190 -4.76517 0.0343 -0.0966 0.0144 0.086
H 2.43197 -2.19330 -4.90071 -0.1100 0.1410 0.1739 0.084
H 3.67865 -2.11127 -3.63374 -0.0216 0.0621 -0.0962 0.087
H -0.85516 1.06154 -1.24991 0.2279 0.1453 0.0977 0.089
H -0.16773 1.18280 -2.85868 -0.0206 0.0792 -0.0508 0.109
H 1.14011 -0.21709 -0.51537 0.1515 -0.0508 0.1459 0.147